Computed, not measured: the molecule C5H14N2O in a non-equilibrium geometry, with ωB97M-V with the def2-TZVPD basis set.

Summary:
HOMO-LUMO gap   9.344 eV
Max |F|   3.9 eV Å⁻¹
SMILES string   CNC[C@H](C)NCO

Cartesian coordinates (Å):
C  0.86  1.24  2.12
N  0.91  -0.24  1.97
C  1.21  -0.87  0.63
C  -0.08  -0.51  -0.11
C  -1.08  -1.63  -0.27
N  0.29  0.12  -1.44
C  -0.60  1.13  -1.85
O  -1.93  0.65  -2.18
H  0.05  1.25  2.94
H  0.67  1.67  1.15
H  1.86  1.70  2.59
H  1.53  -0.59  2.74
H  1.40  -1.90  0.83
H  2.09  -0.31  0.17
H  -0.38  0.38  0.57
H  -0.66  -2.62  -0.26
H  -1.81  -1.56  0.54
H  -1.66  -1.49  -1.22
H  0.45  -0.67  -1.94
H  -0.25  1.59  -2.83
H  -0.68  1.77  -0.96
H  -2.18  0.89  -3.18

These are the Mulliken partial charges, in e, on atoms 1 to 8: C -0.768; N -0.389; C -0.609; C 0.513; C -1.442; N -0.273; C -0.210; O -0.581


Computed, not measured: a structure of composition C5H5NO2 in a non-equilibrium geometry, with ωB97M-V with the def2-TZVPD basis set.

Summary:
HOMO-LUMO gap   10.191 eV
Max |F|   8.7 eV Å⁻¹

Cartesian coordinates (Å):
C  1.10  -0.62  1.61
C  -0.04  0.19  1.76
C  -0.90  0.34  -0.38
C  -0.97  -0.73  -1.26
C  0.23  0.80  -1.93
H  1.72  -0.84  2.47
H  1.52  -0.77  0.67
H  -0.42  0.49  2.84
H  -1.68  -1.64  -1.10
H  0.77  1.38  -2.55
N  -0.17  -0.34  -2.31
O  -1.20  0.63  0.98
O  0.05  1.11  -0.78

These are the Mulliken partial charges, in e, on atoms 1 to 8: C -0.787; C 0.105; C 0.314; C -0.107; C -0.046; H 0.282; H 0.302; H 0.258


Computed, not measured: the molecule C3H6O in a non-equilibrium geometry, with ωB97M-V with the def2-TZVPD basis set.

Summary:
HOMO-LUMO gap   10.534 eV
Max |F|   3.5 eV Å⁻¹
SMILES string   OC1CC1

Cartesian coordinates (Å):
O  -0.32  1.75  0.41
C  -0.19  0.49  -0.19
C  -0.56  -0.80  0.38
C  0.90  -0.48  0.06
H  -0.34  1.95  -0.56
H  -0.44  0.61  -1.29
H  -1.10  -1.45  -0.29
H  -0.87  -0.84  1.42
H  1.34  -0.92  -0.83
H  1.58  -0.32  0.89

These are the Mulliken partial charges, in e, on atoms 1 to 8: O -0.489; C 0.208; C -0.587; C -0.633; H 0.355; H 0.218; H 0.217; H 0.238


How do the records compare in total energy? In the order shown, they have -10437.1573; -10846.6390; -5253.3702 eV.